Record 1
# C33H47BrN7

A cluster of 7 separate species, C33H47BrN7 in total in a non-equilibrium geometry (wB97M-V/def2-TZVPD, the OMol25 dataset).

Calculated values
Charge ... +1
Total energy ... -4242.485063 Ha
HOMO ... -9.470 eV

Last column: Mulliken charge in e.
Positions of all 88 atoms, in Å:
H  2.551  -2.801  -6.435  0.199
H  -0.224  -1.311  -1.760  0.049
C  -2.906  5.218  4.543  -0.560
C  0.636  -3.837  -4.115  -0.421
C  -0.926  4.729  5.486  0.177
N  1.834  -2.936  -5.744  0.115
Br  -3.267  -1.266  -3.071  0.120
H  0.292  -4.519  -3.354  0.412
C  2.140  0.624  3.615  -0.618
H  1.566  3.952  7.443  0.149
N  -0.960  4.212  4.219  0.087
C  4.983  -0.602  -8.185  -0.527
H  -5.299  -2.133  0.085  0.305
C  1.732  -4.020  -4.914  -0.704
C  -0.406  -7.053  -1.222  -0.613
H  -1.736  0.746  -2.434  0.280
C  -0.298  -0.327  -1.297  -0.177
H  -0.060  4.604  6.110  -0.056
H  2.370  3.658  2.452  0.436
C  1.848  6.033  7.699  -0.405
C  -6.376  0.687  -0.210  -1.435
C  3.745  -1.925  -9.502  -0.497
C  -1.678  0.319  -1.435  -0.513
C  -2.117  5.361  5.716  -0.574
C  2.594  2.678  2.841  -0.592
H  2.389  3.589  9.777  0.371
N  -0.313  -5.721  -0.915  0.167
N  -2.875  -0.633  -1.317  0.393
H  -2.393  4.181  2.636  0.379
H  -1.306  -7.464  -1.646  0.395
H  1.078  -1.018  0.229  0.385
H  0.569  0.673  0.449  0.404
H  2.969  6.030  10.794  0.389
H  4.762  2.520  3.008  0.435
H  -5.627  -2.324  -1.659  0.314
N  1.851  4.705  8.040  0.047
H  0.721  -1.148  -6.051  0.395
H  0.612  1.955  3.015  0.147
H  -6.590  1.581  -0.797  0.363
H  4.732  -2.662  -7.782  0.223
C  -2.167  4.504  3.638  -0.460
C  0.052  -2.593  -4.484  0.073
H  -3.956  -0.153  0.429  0.448
H  -0.214  3.704  3.788  0.219
H  3.166  -0.374  -10.921  0.410
C  -4.026  0.109  -0.628  -1.008
N  4.525  -1.879  -8.375  -0.018
H  1.515  -0.202  3.909  0.442
C  0.815  -2.064  -5.493  -0.771
H  -5.650  0.025  -2.101  0.392
H  4.212  0.032  3.945  0.429
H  -1.039  -5.045  -1.059  0.129
C  -2.585  -1.770  -0.546  -1.542
H  1.027  -8.683  -1.017  0.415
C  1.630  -6.627  -0.364  -0.663
C  0.246  -0.321  0.146  -1.414
C  4.486  0.176  -9.195  -0.376
H  2.639  -6.747  -0.007  0.419
H  -1.745  1.152  -0.736  0.383
C  2.307  4.562  9.323  -0.471
H  1.525  6.355  6.724  0.374
H  -1.701  -3.396  0.718  0.795
C  0.925  -5.455  -0.389  -0.272
C  3.788  2.076  3.131  -0.470
H  -6.899  -1.811  -0.602  0.467
H  -2.394  5.871  6.624  0.409
C  -5.830  -1.717  -0.772  -1.376
H  4.667  1.230  -9.325  0.403
H  2.412  7.814  8.825  0.400
C  3.700  -0.664  -10.031  -0.372
C  -2.055  -2.683  0.012  0.655
N  1.593  1.786  3.134  0.232
C  2.592  5.810  9.809  -0.427
H  -0.521  -0.671  0.842  0.306
C  2.300  6.743  8.778  -0.454
H  3.293  -2.847  -9.826  0.374
H  -3.908  1.191  -0.685  0.493
H  5.619  -0.359  -7.350  0.381
H  -0.826  -2.141  -4.057  0.337
H  -3.902  5.597  4.383  0.394
H  -7.289  0.181  0.076  0.369
H  2.446  -4.824  -4.962  0.391
C  -5.439  -0.249  -1.070  0.578
H  -5.823  1.025  0.670  0.411
H  1.197  -4.458  -0.082  0.395
C  0.785  -7.641  -0.893  -0.373
H  0.386  0.307  -1.867  0.526
C  3.500  0.773  3.622  -0.424

=====

Record 2
# C33H47CdNP2

A structure of composition C33H47CdNP2 (wB97M-V/def2-TZVPD, the OMol25 dataset).

Calculated values
Charge ... 0
Total energy ... -2190.879420 Ha
HOMO ... -6.498 eV
Energy relative to the best compared isomer or geometry (same formula, charge and spin) ... 0.0 kJ/mol

Last column: Mulliken charge in e.
Positions of all 84 atoms, in Å:
C  1.960  -0.342  1.950  -0.682
C  2.732  1.785  -1.875  0.071
H  -1.869  -3.750  0.990  0.336
P  -0.565  0.563  2.630  0.692
P  -0.594  -2.120  -1.100  0.598
H  -0.701  -4.138  -3.424  0.351
C  3.365  1.509  3.582  0.671
H  4.463  1.336  -3.055  0.396
H  5.126  0.572  2.793  0.378
H  4.908  2.988  3.893  0.373
C  0.191  -3.508  -3.474  -1.822
H  1.440  2.222  4.137  0.031
C  4.040  0.576  2.793  -0.913
H  -0.261  2.914  2.551  0.300
H  -1.429  -2.607  4.376  0.518
H  -2.196  2.391  1.085  0.211
C  0.617  -3.089  -0.159  0.161
H  3.915  -1.009  1.361  0.618
H  -3.525  -3.900  0.379  0.521
C  1.407  -2.441  0.832  -0.671
H  3.377  1.930  -5.205  0.370
C  1.512  2.456  -4.264  -0.579
H  -4.138  -3.023  -1.891  0.456
H  0.457  -3.395  -4.528  0.497
H  4.597  1.973  5.297  0.324
H  -2.081  2.120  4.894  0.300
H  2.031  -1.681  -2.302  0.125
H  -0.039  -2.251  3.342  0.198
C  1.671  -6.759  0.168  -1.716
H  1.638  -1.295  -3.979  0.610
C  4.121  2.482  4.454  -1.754
C  1.405  2.220  -1.849  0.054
C  -2.623  -3.283  0.354  -1.579
H  -1.673  3.774  4.449  0.480
C  1.250  -1.284  -2.958  -1.114
H  2.884  -2.817  2.361  0.526
H  -3.392  -1.442  -1.640  0.345
H  2.647  -7.150  0.458  0.391
C  2.830  2.011  -4.274  -0.464
H  1.313  2.475  0.275  0.570
C  0.648  2.266  -0.565  -2.068
H  -2.626  3.664  2.233  0.456
H  1.012  -4.031  -2.980  0.378
H  1.026  2.726  -5.194  0.383
H  -0.217  2.901  -3.075  0.354
H  -2.911  -2.442  -3.016  0.350
H  -2.872  -2.307  0.781  0.238
H  -2.133  -0.199  4.245  0.596
H  -0.822  -1.619  -3.402  0.591
C  -1.093  -0.486  4.058  0.397
H  0.919  -7.290  0.760  0.308
H  0.772  -0.586  5.151  0.218
H  3.060  -5.210  1.950  0.365
H  -0.659  -1.016  6.094  0.507
Cd  -0.129  0.287  -0.068  0.750
C  -1.317  2.740  4.419  -1.657
C  2.286  -3.264  1.577  -0.518
H  -1.670  -2.099  2.695  0.101
C  -2.132  -3.124  -1.085  0.494
H  -1.889  -4.107  -1.494  0.338
C  0.728  -4.471  -0.346  -0.084
C  1.980  1.498  3.537  -0.343
H  3.212  1.513  -0.940  0.363
C  -1.083  2.322  2.965  0.631
C  1.266  0.592  2.750  0.216
H  1.080  -0.241  -2.693  -0.128
H  -0.145  3.013  -0.580  0.701
H  -0.308  0.678  5.747  0.262
C  -0.273  -0.330  5.335  -1.504
C  -0.022  -2.128  -2.858  0.594
H  -0.415  2.689  5.028  0.263
C  3.435  1.679  -3.067  -0.699
C  -1.061  -1.947  3.587  -1.221
C  0.813  2.558  -3.068  -0.043
C  1.597  -5.266  0.381  0.146
H  -3.187  2.009  2.495  0.358
H  0.101  -4.956  -1.089  0.313
C  -2.344  2.612  2.142  -1.495
C  -3.199  -2.468  -1.964  -1.656
C  3.363  -0.326  1.994  0.056
N  1.207  -1.122  1.080  0.827
C  2.373  -4.622  1.348  -1.027
H  3.456  3.244  4.860  0.343
H  1.506  -7.019  -0.879  0.364

=====

Q: Look up the total energy of the second one.
A: -2190.879420 Ha

=====

Q: Look up the total energy of the second one.
A: -2190.879420 Ha

=====

Q: The highest HOMO belongs to which entry?
A: C33H47CdNP2

=====

Q: Which of these has the highest HOMO?
A: C33H47CdNP2